The following is a quantum chemistry calculation of C32H84F6N4O16PRb as an isolated structure, from the OMol25 dataset.

Multiplicity = 1
HOMO energy = -7.29 eV

The geometry in XYZ format:
```
144
C32H84F6N4O16PRb (ωB97M-V/def2-TZVPD)
Rb 0.6510 -0.9305 5.4325
P -0.2397 0.1010 1.9727
F 0.7230 1.3761 1.5291
F -0.5848 0.8520 3.3665
F -1.4207 0.8400 1.1030
F -1.2463 -1.1119 2.3501
F 0.2744 -0.7647 0.6871
F 1.0136 -0.6373 2.7361
C 3.8500 0.9586 2.2095
O 4.0585 1.8814 1.1798
C 4.0794 3.2620 1.5351
C 2.7078 3.9042 1.8509
N 1.9517 3.8731 0.6675
C 0.6066 4.3485 0.9310
C -0.4077 4.1955 -0.2533
O -0.1353 5.0944 -1.2283
C -0.9122 4.9969 -2.3579
H 4.5801 1.0328 3.0154
H 3.9651 -0.0569 1.8305
H 2.8652 1.0179 2.6729
H 4.6976 3.6736 0.7372
H 4.6739 3.3154 2.4472
H 2.8321 4.9487 2.1367
H 2.1815 3.3149 2.6018
H 1.8542 2.9047 0.3980
H 0.5843 5.3400 1.3833
H 0.2265 3.6096 1.6364
H -1.4127 4.3329 0.1456
H -0.4802 3.1636 -0.5969
H -1.9657 5.0053 -2.0784
H -0.6385 4.1336 -2.9644
H -0.5679 5.8271 -2.9746
C 6.4559 4.0196 -1.3013
O 5.3775 3.1762 -1.8409
C 5.5776 1.7302 -1.7564
C 4.2751 1.0659 -2.2792
N 3.1529 1.5884 -1.4151
C 1.8884 0.8862 -1.6552
C 1.3343 1.0529 -3.0867
O 1.1177 2.3941 -3.4172
C 0.6898 2.5204 -4.7927
H 6.1994 5.0657 -1.4686
H 7.3789 3.7545 -1.8169
H 6.6406 3.8630 -0.2386
H 5.6692 1.3968 -0.7227
H 6.4909 1.3239 -2.1910
H 4.2726 -0.0137 -2.1290
H 4.1837 1.3127 -3.3370
H 3.4185 1.4926 -0.4454
H 1.1317 1.2458 -0.9579
H 1.9401 -0.1757 -1.4146
H 0.3512 0.6114 -3.2501
H 2.1078 0.6332 -3.7299
H 0.7009 3.5774 -5.0586
H -0.3656 2.2681 -4.8963
H 1.2247 1.8315 -5.4464
C -3.7809 1.5865 6.5834
O -4.4686 1.7187 5.2738
C -3.6980 1.2553 4.1301
C -3.8691 -0.2317 3.9765
N -5.2259 -0.6943 3.5551
C -5.6472 -0.2748 2.2278
C -6.5798 0.9107 2.2117
O -6.8714 1.2491 0.8967
C -7.8172 2.3328 0.7009
H -2.8338 2.1256 6.6077
H -3.6233 0.5299 6.8002
H -4.3816 2.0525 7.3644
H -2.6549 1.5538 4.2353
H -3.9582 1.8577 3.2598
H -3.6804 -0.6994 4.9428
H -3.0323 -0.6048 3.3859
H -5.9318 -0.3746 4.2028
H -6.2718 -1.0525 1.7883
H -4.7417 -0.0955 1.6481
H -6.0927 1.7204 2.7550
H -7.5167 0.6802 2.7188
H -8.8041 1.9374 0.9415
H -7.8963 2.5974 -0.3535
H -7.5326 3.2539 1.2094
C 3.5357 -2.5837 -0.3340
O 3.7202 -2.2211 -1.6626
C 2.6280 -2.5096 -2.4379
C 2.9746 -2.2526 -3.8882
N 3.7647 -3.3103 -4.5425
C 4.5435 -2.8824 -5.6763
C 3.7485 -2.5983 -6.9223
O 2.8879 -1.4431 -6.6588
C 1.9244 -1.2861 -7.7090
H 3.5567 -3.6517 -0.1168
H 2.6477 -2.1739 0.1471
H 4.3418 -2.0975 0.2155
H 1.6900 -2.0447 -2.1343
H 2.4166 -3.5639 -2.2593
H 3.5615 -1.3376 -3.8079
H 2.1172 -2.0352 -4.5251
H 4.3135 -3.7656 -3.8272
H 5.2289 -3.7088 -5.8647
H 5.1518 -1.9961 -5.4959
H 3.2225 -3.5100 -7.2057
H 4.4703 -2.4623 -7.7277
H 2.1886 -1.5382 -8.7360
H 1.6223 -0.2389 -7.7196
H 1.0195 -1.7527 -7.3196
C 2.2047 -3.8258 2.6118
C 1.0120 -4.3335 3.2898
O 1.0088 -3.7870 4.6194
O 3.3551 -4.5138 2.9504
H 2.3556 -2.7475 2.5599
H 2.0505 -4.0864 1.5647
H 0.8424 -5.4052 3.3935
H 0.1356 -4.0305 2.7169
H 1.4953 -4.3518 5.2243
H 3.2286 -5.4310 2.6967
C -2.5181 -4.8883 4.2760
C -3.0139 -3.4779 3.7935
O -4.4241 -3.3565 3.7306
O -2.8445 -5.8851 3.2839
H -3.0215 -5.1415 5.2090
H -1.4402 -4.9597 4.4215
H -2.5946 -3.1550 2.8407
H -2.5832 -2.6862 4.4066
H -4.7105 -2.4405 3.7073
H -3.3657 -6.4894 3.8176
C -1.2736 -3.5260 -0.7099
C -2.1755 -2.2430 -0.8333
O -3.0191 -1.9297 0.2632
O -2.0462 -4.7080 -0.7463
H -0.7226 -3.5595 0.2300
H -0.5713 -3.5175 -1.5434
H -2.8206 -2.3000 -1.7101
H -1.5935 -1.3537 -1.0749
H -2.4750 -1.4283 0.8750
H -2.2799 -4.8915 -1.6592
C -4.0441 1.3631 -0.9632
C -2.9908 1.7374 -1.9993
O -3.6189 2.4032 -2.9921
O -4.9906 2.4289 -0.6664
H -3.5003 0.9690 -0.1047
H -4.5567 0.4909 -1.3689
H -2.3606 0.9684 -2.4459
H -2.2918 2.4626 -1.5826
H -4.3552 2.7674 -2.4953
H -5.4300 2.0652 0.1058
```



The following is a quantum chemistry calculation of C51H47N6OP2RhSi as an isolated structure, from the OMol25 dataset.

Total charge = +2
ΔE to the lowest compared entry with this formula, charge and spin = 121.9 kJ/mol
Multiplicity = 1
HOMO energy (alpha / beta) = -12.86 / -12.86 eV

The geometry in XYZ format:
```
109
C51H47N6OP2RhSi (ωB97M-V/def2-TZVPD)
Rh 0.0396 -0.1431 -0.4039
C -0.9517 -3.2428 0.7627
N -0.2450 -3.0607 1.9899
C -0.4585 -1.7684 2.5656
P 0.4435 -0.3525 1.8013
C 2.2045 -0.5625 2.1103
C 2.9809 0.5433 2.4685
C 4.3430 0.3952 2.6780
C 4.9368 -0.8500 2.5242
C 4.1744 -1.9474 2.1455
C 2.8152 -1.8052 1.9239
C -0.1080 1.0473 2.7973
C -0.9843 2.0322 2.3460
C -1.4184 3.0197 3.2212
C -0.9923 3.0210 4.5382
C -0.1247 2.0373 4.9950
C 0.3227 1.0537 4.1333
C 0.2236 -4.1483 2.7778
C 1.1524 -3.9231 3.7938
C 1.6145 -4.9782 4.5656
C 1.1784 -6.2725 4.3295
C 0.2517 -6.4975 3.3243
C -0.2359 -5.4474 2.5596
P -0.2317 -2.4022 -0.7176
C 1.1565 -3.3799 -1.3070
C 1.6962 -3.0705 -2.5583
C 2.7804 -3.7774 -3.0448
C 3.3481 -4.7871 -2.2728
C 2.8201 -5.0940 -1.0275
C 1.7204 -4.3966 -0.5438
C -1.5951 -2.5784 -1.8855
C -2.8125 -1.9758 -1.5492
C -3.9359 -2.1966 -2.3261
C -3.8445 -2.9924 -3.4597
C -2.6319 -3.5638 -3.8183
C -1.5049 -3.3625 -3.0371
H -1.9778 -2.8581 0.8334
H -1.0372 -4.2863 0.4670
H -0.1795 -1.7500 3.6196
H -1.5191 -1.4735 2.5220
H 2.5194 1.5130 2.6092
H 4.9389 1.2510 2.9650
H 5.9983 -0.9655 2.6993
H 4.6383 -2.9176 2.0259
H 2.2330 -2.6607 1.6085
H -1.3139 2.0412 1.3256
H -2.0904 3.7896 2.8657
H -1.3326 3.7921 5.2167
H 0.2062 2.0395 6.0246
H 1.0113 0.3000 4.4974
H 1.5345 -2.9297 3.9875
H 2.3272 -4.7801 5.3553
H 1.5479 -7.0933 4.9279
H -0.1203 -7.4968 3.1416
H -0.9986 -5.6598 1.8238
H 1.2626 -2.2774 -3.1611
H 3.1784 -3.5515 -4.0256
H 4.1926 -5.3475 -2.6527
H 3.2495 -5.8918 -0.4362
H 1.3178 -4.6640 0.4260
H -2.8921 -1.3223 -0.6858
H -4.8769 -1.7403 -2.0517
H -4.7218 -3.1658 -4.0688
H -2.5637 -4.1814 -4.7036
H -0.5780 -3.8441 -3.3113
N 5.2004 -1.1678 -0.9787
N 4.0303 -0.4592 -0.9378
N 4.0139 0.8569 -0.8699
C 2.7232 1.0976 -0.7583
N 2.0193 -0.0462 -0.7805
N 2.8865 -1.0416 -0.8802
H 5.9049 -0.5910 -1.4236
H 5.0320 -2.0507 -1.4485
H 2.2922 2.0845 -0.7242
O -1.1284 1.3763 -0.6438
Si -1.5670 2.5371 -1.7728
C -0.2531 2.2812 -3.0857
C 0.1271 3.3217 -3.9368
C 1.1046 3.1393 -4.9034
C 1.7241 1.9043 -5.0516
C 1.3548 0.8470 -4.2310
C 0.3783 1.0522 -3.2673
C -3.2417 2.2114 -2.5035
C -3.3618 1.0669 -3.3022
C -4.5395 0.7682 -3.9663
C -5.6390 1.6063 -3.8377
C -5.5501 2.7361 -3.0388
C -4.3645 3.0322 -2.3814
C -1.2834 4.1789 -0.9313
C -0.1646 4.2454 -0.0898
C 0.2155 5.4175 0.5408
C -0.5238 6.5756 0.3373
C -1.6320 6.5419 -0.4936
C -2.0058 5.3586 -1.1180
H -0.3407 4.2956 -3.8376
H 1.3905 3.9638 -5.5432
H 2.4822 1.7650 -5.8111
H 1.8160 -0.1257 -4.3591
H 0.0748 0.1829 -2.6668
H -2.5043 0.4153 -3.4475
H -4.5976 -0.1072 -4.6023
H -6.5576 1.3836 -4.3646
H -6.4039 3.3916 -2.9300
H -4.3354 3.9149 -1.7567
H 0.4153 3.3453 0.0889
H 1.0847 5.4366 1.1860
H -0.2343 7.4985 0.8222
H -2.2085 7.4419 -0.6620
H -2.8667 5.3806 -1.7726
```



The following is a quantum chemistry calculation of C27H26F6N4NiOSSb as an isolated structure, from the OMol25 dataset.

Total charge = -1
ΔE to the lowest compared entry with this formula, charge and spin = 275.2 kJ/mol
Multiplicity = 3
HOMO energy (alpha / beta) = -3.85 / -5.19 eV
Expectation value of S² = 2.03

The geometry in XYZ format:
```
67
C27H26F6N4NiOSSb (ωB97M-V/def2-TZVPD)
Ni -1.5237 0.1274 -0.0817
O -3.0714 -1.0368 -0.1192
N -3.9941 -0.5787 -0.9732
C -4.7582 -1.4843 -1.6074
C -5.8217 -1.0924 -2.3687
C -6.0781 0.2704 -2.5091
C -5.2541 1.1810 -1.8979
C -4.1753 0.7553 -1.1188
S -3.0944 1.8268 -0.3172
H -4.4588 -2.5088 -1.4553
H -6.4189 -1.8377 -2.8708
H -6.9021 0.6071 -3.1234
H -5.3948 2.2442 -2.0220
C 2.8304 2.3002 1.8175
C 3.8021 1.1802 2.0779
C 4.9108 1.3953 2.8929
C 5.8753 0.4198 3.0921
C 5.7453 -0.8092 2.4632
C 4.6443 -1.0534 1.6612
C 3.6725 -0.0758 1.4678
N 2.6002 -0.3773 0.5927
C 1.2745 -0.1099 0.8193
N 0.9068 -0.1239 2.1130
C -0.4009 -0.0409 2.6349
C -1.5202 0.1296 1.8264
C -2.7522 0.2168 2.4815
C -2.8657 0.1234 3.8563
C -1.7301 -0.0712 4.6316
C -0.4877 -0.1559 4.0350
C 0.7425 -0.3955 4.8766
N 0.4333 0.0814 -0.1510
C 0.9905 0.0989 -1.4801
C 1.5063 1.2901 -1.9716
C 2.0070 1.3533 -3.2595
C 1.9843 0.2200 -4.0577
C 1.4670 -0.9654 -3.5607
C 0.9675 -1.0530 -2.2639
C 0.3700 -2.3324 -1.7491
H 3.2958 3.2591 2.0401
H 1.9292 2.2124 2.4272
H 2.5163 2.3032 0.7735
H 5.0295 2.3662 3.3592
H 6.7354 0.6263 3.7156
H 6.4976 -1.5754 2.5966
H 4.5274 -2.0086 1.1645
H 2.8230 -0.6052 -0.3666
H 1.6404 -0.3395 2.7665
H -3.6499 0.3561 1.9008
H -3.8413 0.1915 4.3212
H -1.8077 -0.1632 5.7091
H 0.4685 -0.4089 5.9300
H 1.4970 0.3864 4.7433
H 1.2060 -1.3604 4.6466
H 1.4559 2.1808 -1.3560
H 2.3723 2.2921 -3.6538
H 2.3204 0.2728 -5.0842
H 1.4026 -1.8376 -4.1981
H 0.2228 -3.0299 -2.5705
H -0.6086 -2.1382 -1.3081
H 1.0038 -2.7938 -0.9842
F -1.5312 0.0630 -1.9283
Sb -1.7328 0.0084 -4.5486
F -3.4860 -0.8203 -4.3647
F -2.8026 1.5885 -4.2103
F -2.0219 -0.1684 -6.4218
F -0.3750 1.3562 -5.1500
F -1.1155 -1.9320 -4.3304
```



The following is a quantum chemistry calculation of C16H24BF2NNaO18S2 as an isolated structure, from the OMol25 dataset.

Total charge = -1
Multiplicity = 1
HOMO energy = -7.46 eV

The geometry in XYZ format:
```
65
C16H24BF2NNaO18S2 (ωB97M-V/def2-TZVPD)
Na 0.4800 2.1472 -0.3861
O 2.1243 1.7883 6.0254
C 2.5548 1.4874 7.1284
O 2.6441 0.2554 7.6709
B 3.1902 0.3764 9.0464
O 3.5841 1.7744 9.1913
C 3.1707 2.4990 8.0791
O 3.3369 3.7218 7.8197
O 4.2050 -0.6551 9.1154
C 3.9892 -1.4716 10.1897
O 4.7459 -2.3672 10.5912
C 2.6572 -1.1095 10.7548
O 2.1935 0.0262 10.0959
O 2.0007 -1.8456 11.5381
N 3.5405 6.1451 -1.3840
S 3.8291 6.8767 -2.6689
O 4.1741 6.2025 -3.9308
O 4.2702 8.2280 -2.4942
F 2.2656 7.1958 -3.0623
S 5.0584 5.3433 -1.4826
O 6.2912 6.0937 -1.7808
O 5.0311 3.9032 -1.8419
F 5.0529 5.1885 0.1398
O -1.6895 -0.1544 -5.5099
C -2.4921 -0.5155 -6.3845
O -2.7271 0.1325 -7.5319
C -2.2303 1.4063 -7.6776
C -0.8068 1.3216 -8.3751
C -3.2640 -1.8145 -6.3237
H -2.2006 1.9636 -6.7414
H -2.8632 1.9986 -8.3385
H -0.0457 1.0020 -7.6633
H -0.7872 2.2971 -8.8609
H -0.7702 0.5575 -9.1516
H -3.6078 -2.0058 -5.3071
H -2.5207 -2.5910 -6.5042
H -4.0301 -2.0896 -7.0486
O 2.8407 -3.5448 0.6318
C 3.0704 -4.5390 -0.0704
O 3.3353 -5.7312 0.4868
C 3.1438 -6.0176 1.8741
C 3.8995 -7.3175 2.1374
C 3.2898 -4.4951 -1.6212
H 2.1392 -5.7746 2.2202
H 3.7484 -5.2926 2.4190
H 3.9511 -7.2422 3.2236
H 4.8859 -7.3678 1.6764
H 3.2919 -8.1648 1.8197
H 4.3282 -4.4218 -1.9443
H 2.7372 -3.7472 -2.1899
H 2.8212 -5.3819 -2.0478
O -5.1574 1.7314 -0.1943
C -6.2792 2.0566 -0.7078
O -7.4639 1.4715 -0.3570
C -7.5171 0.4801 0.6677
C -7.4670 -0.8889 0.1064
C -6.5015 3.1753 -1.7448
H -8.3580 0.6151 1.3478
H -6.6644 0.6048 1.3352
H -6.5576 -1.3866 -0.2305
H -8.2258 -0.9513 -0.6736
H -7.8624 -1.5716 0.8586
H -5.8998 4.0374 -1.4571
H -7.5414 3.5016 -1.7296
H -6.3408 2.8507 -2.7729
```



Sequential strongest force on any atom output: 3.3 0.9 0.5 10.0 eV/A